Here is a single C17H22N4O3 molecule from the OMol25 dataset. Energies are from the ωB97M-V functional and the def2-TZVPD basis.

```
46
Properties=species:S:1:pos:R:3
C 0.299 -3.523 0.963
N -0.243 -2.578 -0.015
C -1.522 -2.482 -0.400
O -2.374 -3.210 0.051
C -1.904 -1.475 -1.510
C -3.409 -1.459 -1.885
N -1.507 -0.106 -1.114
C -0.299 0.409 -1.189
O 0.684 -0.285 -1.447
C -0.114 1.886 -0.808
C 1.008 2.204 0.203
C 0.963 1.440 1.474
C 0.113 1.696 2.489
N 0.273 0.737 3.491
C 1.202 -0.186 3.146
C 1.708 -1.344 3.771
C 2.780 -2.019 3.211
C 3.323 -1.626 1.959
C 2.762 -0.483 1.320
C 1.758 0.268 1.902
N -0.001 2.663 -2.009
C -1.050 3.080 -2.748
C -0.755 3.788 -4.068
O -2.207 2.798 -2.432
H 0.561 -3.009 1.915
H 1.210 -3.954 0.599
H -0.494 -4.243 1.174
H 0.389 -1.891 -0.396
H -1.322 -1.716 -2.437
H -3.665 -0.723 -2.659
H -3.941 -1.217 -0.983
H -3.723 -2.443 -2.222
H -2.259 0.552 -0.928
H -1.028 2.156 -0.249
H 1.958 1.956 -0.260
H 0.981 3.256 0.477
H -0.641 2.446 2.535
H -0.198 0.741 4.406
H 1.377 -1.652 4.761
H 3.183 -2.890 3.693
H 4.081 -2.199 1.431
H 3.100 -0.195 0.326
H 0.903 2.930 -2.320
H -0.046 3.139 -4.602
H -0.266 4.791 -3.927
H -1.650 3.970 -4.689
```

As for the LUMO energy: 0.59 eV. The SMILES is CNC(=O)[C@@H](C)NC(=O)[C@@H](Cc1c[nH]c2ccccc12)NC(C)=O. The calculation puts the orbital gap at 8.762 eV. Its HOMO energy is -0.3003 Ha.

=====

Here is a single C17H22N4O3 molecule from the OMol25 dataset. Energies are from the ωB97M-V functional and the def2-TZVPD basis.

```
46
Properties=species:S:1:pos:R:3
C -6.312 -0.970 -0.933
O -5.260 -0.158 -0.292
C -4.094 -0.755 -0.219
C -3.663 -2.056 -0.958
C -2.425 -2.363 -0.620
C -1.579 -1.641 0.251
C -0.184 -1.952 0.337
N 0.492 -3.098 -0.297
C 1.735 -2.948 0.119
C 2.867 -3.688 -0.422
N 3.593 -4.445 -0.547
C 1.896 -1.793 0.769
N 2.908 -1.254 1.699
C 3.103 0.127 2.085
C 3.515 1.061 1.139
C 2.601 0.940 -0.201
N 2.831 2.502 -1.000
C 1.585 2.561 -1.727
C 4.061 2.350 -1.704
O 0.616 -1.100 1.218
C -1.962 -0.325 0.588
C -3.307 0.082 0.485
O -3.751 1.128 1.133
C -3.013 2.196 1.936
H -5.920 -1.044 -2.075
H -6.616 -1.917 -0.690
H -7.137 -0.474 -0.945
H -4.406 -2.625 -1.369
H -2.108 -3.215 -1.119
H 3.978 -1.850 1.415
H 3.788 0.061 2.887
H 2.002 0.419 2.490
H 4.558 0.874 0.360
H 3.760 2.016 1.417
H 2.681 0.233 -1.014
H 1.576 1.192 0.477
H 1.863 3.499 -2.291
H 1.521 1.913 -2.635
H 0.729 2.664 -1.365
H 4.050 1.340 -2.454
H 4.842 2.173 -1.039
H 4.164 3.441 -2.248
H -1.251 0.214 1.166
H -3.689 2.913 2.155
H -2.534 1.281 2.674
H -2.104 2.488 1.364
```

As for the LUMO energy: -0.15 eV. The SMILES is COc1ccc(-c2nc(C#N)c(NCCCN(C)C)o2)cc1OC. The calculation puts the orbital gap at 7.112 eV. Its HOMO energy is -0.2669 Ha.

=====

Here is a single C17H22N4O3S2 molecule from the OMol25 dataset. Energies are from the ωB97M-V functional and the def2-TZVPD basis.

```
48
Properties=species:S:1:pos:R:3
C -1.074 -3.865 -1.596
C -0.929 -2.775 -0.538
N -1.989 -2.886 0.459
C -1.589 -2.452 1.785
C -1.195 -0.966 1.851
C -2.159 -0.169 1.040
N -2.139 1.189 1.030
C -3.009 1.683 0.226
N -3.106 3.020 -0.079
C -2.029 3.876 -0.156
O -2.173 5.061 -0.320
C -0.725 3.149 -0.051
C -0.382 2.243 -1.054
C 0.710 1.415 -0.886
C 1.456 1.513 0.274
S 2.694 0.257 0.567
O 3.462 0.590 1.733
O 2.027 -1.016 0.547
N 3.620 0.368 -0.841
C 4.383 -0.831 -1.116
C 4.401 1.583 -0.837
C 1.176 2.462 1.236
C 0.082 3.296 1.069
S -3.998 0.480 -0.608
C -3.086 -0.744 0.226
C -3.217 -2.224 0.055
H -0.230 -3.832 -2.279
H -1.104 -4.839 -1.117
H -1.988 -3.739 -2.172
H 0.030 -2.893 -0.032
H -0.921 -1.785 -1.019
H -2.434 -2.640 2.453
H -0.750 -3.071 2.109
H -0.187 -0.823 1.447
H -1.190 -0.610 2.881
H -4.020 3.413 -0.269
H -0.996 2.163 -1.939
H 0.979 0.670 -1.618
H 5.259 -0.921 -0.465
H 4.706 -0.817 -2.157
H 3.723 -1.679 -0.948
H 4.867 1.712 -1.814
H 3.729 2.418 -0.646
H 5.175 1.567 -0.061
H 1.798 2.510 2.116
H -0.178 4.021 1.823
H -4.037 -2.608 0.675
H -3.442 -2.476 -0.983
```

As for the LUMO energy: 0.31 eV. The SMILES is CCN1CCc2nc(NC(=O)c3ccc(S(=O)(=O)N(C)C)cc3)sc2C1. The calculation puts the orbital gap at 8.774 eV. Its HOMO energy is -0.3111 Ha.

=====

Here is 2 unconnected molecules or ions with the total composition C17H22N4O4 from the OMol25 dataset. Energies are from the ωB97M-V functional and the def2-TZVPD basis.

```
47
Properties=species:S:1:pos:R:3
C -0.150 -3.377 0.210
N 0.743 -2.506 -0.557
C 1.233 -1.315 -0.200
O 1.985 -0.725 -0.966
C 0.807 -0.656 1.127
C -0.472 0.163 0.877
C -1.210 0.630 2.115
C -2.050 -0.267 2.803
C -2.760 0.160 3.939
C -2.639 1.487 4.386
C -1.798 2.384 3.704
C -1.084 1.956 2.570
N 1.868 0.228 1.634
C 2.222 0.476 2.894
C 1.583 -0.291 4.033
O 3.084 1.306 3.139
H -0.430 -4.238 -0.401
H -1.058 -2.844 0.492
H 0.358 -3.738 1.106
H 1.029 -2.817 -1.475
H 0.596 -1.442 1.849
H -0.220 1.028 0.261
H -1.165 -0.443 0.293
H -2.156 -1.285 2.457
H -3.404 -0.530 4.467
H -3.187 1.817 5.258
H -1.697 3.402 4.053
H -0.435 2.649 2.052
H 2.401 0.724 0.934
H 0.523 -0.058 4.085
H 1.733 -1.357 3.883
H 2.059 0.012 4.965
C 1.705 0.170 -6.292
C 0.792 0.368 -5.124
C 0.621 1.620 -4.583
C -0.231 1.725 -3.522
O -0.475 2.902 -2.934
N -0.884 0.709 -3.002
C -0.644 -0.453 -3.578
O -1.327 -1.452 -3.021
N 0.144 -0.673 -4.616
H 1.709 -0.881 -6.597
H 1.371 0.778 -7.137
H 2.724 0.460 -6.024
H 1.131 2.492 -4.967
H -1.085 2.678 -2.217
H -1.859 -0.976 -2.374
```

As for the LUMO energy: 0.41 eV. The SMILES is CNC(=O)[C@H](Cc1ccccc1)NC(C)=O.Cc1cc(O)nc(O)n1. The calculation puts the orbital gap at 9.687 eV. Its HOMO energy is -0.3410 Ha.

=====

Here is a molecular structure, C17H22N5O3RuS from the OMol25 dataset. Energies are from the ωB97M-V functional and the def2-TZVPD basis.

```
49
Properties=species:S:1:pos:R:3
Ru -0.070 0.305 -0.401
C -1.097 3.371 2.263
C -0.736 2.075 1.707
N -0.755 1.959 0.366
O -0.886 3.100 -0.416
C -0.322 0.803 2.374
C -0.435 0.570 3.821
N -0.210 -0.289 1.576
O -0.034 -1.436 2.108
H -1.908 3.887 1.702
H -0.265 4.041 2.220
H -1.423 3.264 3.321
H -0.741 2.745 -1.293
H 0.549 0.874 4.231
H -0.517 -0.541 3.969
H -1.255 1.071 4.305
C 0.844 -3.661 -2.052
C 0.332 -2.281 -2.115
O 0.504 -1.554 -1.067
N -0.247 -1.890 -3.255
C -0.968 -0.639 -3.515
C -2.134 -0.373 -2.602
C -3.395 -0.269 -3.183
C -4.506 -0.326 -2.371
C -4.295 -0.418 -1.006
C -3.044 -0.299 -0.468
N -1.949 -0.197 -1.228
H 0.969 -4.044 -3.081
H 0.209 -4.362 -1.410
H 1.822 -3.606 -1.507
H -0.180 -2.542 -4.033
H -1.313 -0.684 -4.569
H -0.240 0.207 -3.601
H -3.481 -0.311 -4.246
H -5.520 -0.488 -2.783
H -5.113 -0.741 -0.389
H -2.962 -0.298 0.639
S 1.961 0.987 -1.000
C 3.002 0.494 0.275
N 2.926 1.221 1.430
C 3.659 0.987 2.563
C 4.584 -0.027 2.509
C 4.639 -0.837 1.326
C 3.860 -0.554 0.186
H 2.263 2.053 1.364
H 3.482 1.551 3.455
H 5.303 -0.067 3.354
H 5.284 -1.705 1.262
H 3.811 -1.127 -0.734
```

As for the LUMO energy (alpha / beta): -7.43 / -9.30 eV. The calculation puts the orbital gap (alpha / beta) at 3.265 / 5.418 eV. Its multiplicity is 6. Its HOMO energy (alpha / beta) is -0.3931 / -0.5409 Ha. As for the expectation value of S²: 8.8344. As for the net charge: +2.

=====

Copy entry 3 word for word.
Here is a single C17H22N4O3S2 molecule from the OMol25 dataset. Energies are from the ωB97M-V functional and the def2-TZVPD basis.

```
48
Properties=species:S:1:pos:R:3
C -1.074 -3.865 -1.596
C -0.929 -2.775 -0.538
N -1.989 -2.886 0.459
C -1.589 -2.452 1.785
C -1.195 -0.966 1.851
C -2.159 -0.169 1.040
N -2.139 1.189 1.030
C -3.009 1.683 0.226
N -3.106 3.020 -0.079
C -2.029 3.876 -0.156
O -2.173 5.061 -0.320
C -0.725 3.149 -0.051
C -0.382 2.243 -1.054
C 0.710 1.415 -0.886
C 1.456 1.513 0.274
S 2.694 0.257 0.567
O 3.462 0.590 1.733
O 2.027 -1.016 0.547
N 3.620 0.368 -0.841
C 4.383 -0.831 -1.116
C 4.401 1.583 -0.837
C 1.176 2.462 1.236
C 0.082 3.296 1.069
S -3.998 0.480 -0.608
C -3.086 -0.744 0.226
C -3.217 -2.224 0.055
H -0.230 -3.832 -2.279
H -1.104 -4.839 -1.117
H -1.988 -3.739 -2.172
H 0.030 -2.893 -0.032
H -0.921 -1.785 -1.019
H -2.434 -2.640 2.453
H -0.750 -3.071 2.109
H -0.187 -0.823 1.447
H -1.190 -0.610 2.881
H -4.020 3.413 -0.269
H -0.996 2.163 -1.939
H 0.979 0.670 -1.618
H 5.259 -0.921 -0.465
H 4.706 -0.817 -2.157
H 3.723 -1.679 -0.948
H 4.867 1.712 -1.814
H 3.729 2.418 -0.646
H 5.175 1.567 -0.061
H 1.798 2.510 2.116
H -0.178 4.021 1.823
H -4.037 -2.608 0.675
H -3.442 -2.476 -0.983
```

As for the LUMO energy: 0.31 eV. The SMILES is CCN1CCc2nc(NC(=O)c3ccc(S(=O)(=O)N(C)C)cc3)sc2C1. The calculation puts the orbital gap at 8.774 eV. Its HOMO energy is -0.3111 Ha.